--- 1 ---
This record from the OMol25 dataset describes an isolated ion of composition C2H4NO2S and charge -1. The level of theory is wB97M-V/def2-TZVPD.

Results
Highest occupied orbital energy, eV: -3.091
Net charge: -1
HOMO-LUMO gap, eV: 7.169

Each line ends with the Mulliken charge.
CARTESIAN COORDINATES (ANGSTROEM)
1 C 0.23255 0.54008 -0.25855  0.3965
2 C 1.01405 -0.57844 0.42564  -0.8586
3 N 0.75001 1.53609 -0.77143  -0.7035
4 O -1.81324 -0.37933 1.28785  -0.6204
5 O -1.85549 -0.92963 -1.05820  -0.6154
6 S -1.76700 0.17956 -0.08966  0.3901
7 H 1.06576 -0.32794 1.56212  0.1916
8 H 0.29764 -1.45660 0.24182  0.2560
9 H 2.03770 -0.67455 0.04287  0.3333
10 H 0.03802 2.09076 -1.38246  0.2303

---

--- 2 ---
This record from the OMol25 dataset describes a 2-piece molecular cluster, C2H4NO2S overall. The level of theory is wB97M-V/def2-TZVPD.

Results
Highest occupied orbital energy, eV: -3.303
Net charge: -1
HOMO-LUMO gap, eV: 6.843

Each line ends with the Mulliken charge.
CARTESIAN COORDINATES (ANGSTROEM)
1 C 0.76373 -2.18466 1.37724  0.7861
2 C -0.62666 1.39023 -1.29244  -0.5831
3 N 1.22222 -1.90665 0.24085  -0.6723
4 O -0.00798 -1.19375 0.82372  -0.4625
5 O 0.75985 -2.75859 2.41655  -0.6544
6 S -0.04938 1.90204 0.30483  -0.2428
7 H 0.05580 2.05878 -1.97120  0.1861
8 H -1.66714 1.66475 -1.49158  0.2363
9 H -0.36459 0.27113 -1.38123  0.2334
10 H -0.08584 0.75671 0.97326  0.1731

---

Stability ranking, top and bottom: 1 is the most stable and 2 is the least stable.

---

--- 1 ---
This record from the OMol25 dataset describes one molecule with the formula C5H5F. The level of theory is wB97M-V/def2-TZVPD.

Results
Highest occupied orbital energy, eV: -8.996
HOMO-LUMO gap, eV: 9.368

Each line ends with the Mulliken charge.
CARTESIAN COORDINATES (ANGSTROEM)
1 C 1.08343 -0.02815 0.23905  0.5226
2 C 0.17530 1.13421 0.03010  -0.5481
3 C -1.08612 0.74115 -0.25221  -0.3045
4 C -1.10138 -0.72407 -0.20779  -0.2860
5 C 0.13273 -1.18184 0.02401  -0.7386
6 H 1.39040 -0.06922 1.27206  0.1742
7 H 0.49278 2.22324 0.20252  0.2777
8 H -1.90502 1.43515 -0.42931  0.4017
9 H -1.95705 -1.33072 -0.46099  0.4103
10 H 0.44796 -2.19942 0.04798  0.4020
11 F 2.32696 -0.00032 -0.46543  -0.3113

---

--- 2 ---
This record from the OMol25 dataset describes a 2-piece molecular cluster, C5H5F overall. The level of theory is wB97M-V/def2-TZVPD.

Results
Highest occupied orbital energy (spin up / spin down), eV: -8.244 / -9.735
HOMO-LUMO gap (spin up / spin down), eV: 7.439 / 9.169

Each line ends with the Mulliken charge.
CARTESIAN COORDINATES (ANGSTROEM)
1 C -1.70164 0.92747 -0.09930  0.0874
2 C -3.02474 0.77496 0.14031  -0.7211
3 C 2.89942 -0.82181 -0.06673  -0.5333
4 C -0.55992 0.61896 -0.47567  -0.1576
5 C 2.36160 0.36165 0.04758  0.1787
6 F 2.94680 1.52133 0.07802  -0.1915
7 H -3.84761 1.52759 -0.10635  0.2545
8 H -3.20485 -0.10428 0.70274  0.2695
9 H 2.23394 -1.74531 -0.33754  0.2150
10 H 3.93429 -0.93312 0.25428  0.2890
11 H 0.47891 0.70471 -0.58179  0.3094

---

Stability ranking, top and bottom: 1 is the most stable and 2 is the least stable.

---

--- 1 ---
This record from the OMol25 dataset describes one molecule with the formula C5H13N2. The level of theory is wB97M-V/def2-TZVPD.

Results
2S+1: 2
Highest occupied orbital energy (spin up / spin down), eV: -3.367 / -8.457
HOMO-LUMO gap (spin up / spin down), eV: 4.311 / 9.251

Each line ends with the Mulliken charge.
CARTESIAN COORDINATES (ANGSTROEM)
1 C 0.97421 0.64861 1.75718  -1.3375
2 C -0.47886 0.56645 1.24111  -0.3009
3 C -0.92999 1.00527 -0.17386  -0.9803
4 N -0.60755 -2.33930 -2.02513  -0.5062
5 C -1.02650 -1.39336 -1.01815  -0.0119
6 C -0.62633 -0.12964 -1.17081  -0.6207
7 N 1.91593 0.82621 0.49875  -2.1537
8 H 1.24360 -0.34432 2.06873  0.5053
9 H 1.09293 1.47549 2.44558  0.5230
10 H -1.01111 -0.36972 1.42773  0.3277
11 H -1.13027 1.17586 1.90552  0.4050
12 H -0.48571 1.96440 -0.45078  0.5061
13 H -2.00666 1.25731 -0.21103  0.3822
14 H -0.85947 -2.01063 -2.94103  0.2155
15 H -0.63672 -3.31899 -1.77232  0.2032
16 H -1.48112 -1.92960 -0.18525  0.2862
17 H -0.15961 0.20820 -2.08304  0.3233
18 H 2.88950 0.78317 0.82644  1.1647
19 H 1.65793 0.14694 -0.22456  0.4127
20 H 1.66580 1.77764 0.08491  0.6564

---

--- 2 ---
This record from the OMol25 dataset describes C5H13N2 as an isolated structure. The level of theory is wB97M-V/def2-TZVPD.

Results
2S+1: 2
Highest occupied orbital energy (spin up / spin down), eV: -8.264 / -9.238
HOMO-LUMO gap (spin up / spin down), eV: 9.240 / 9.025

Each line ends with the Mulliken charge.
CARTESIAN COORDINATES (ANGSTROEM)
1 C -0.75882 -1.90880 1.29925  -1.1994
2 C -0.14573 -0.51707 1.15459  0.1777
3 C -0.79790 0.46882 0.02899  -0.5498
4 C 0.12853 1.39684 -0.66326  -0.4791
5 C 0.28530 1.18123 -2.10363  -0.7925
6 N 1.05752 -0.04670 -2.46061  -0.5106
7 N 0.26503 -0.25407 2.77585  -0.7106
8 H 0.00842 -2.54057 1.73794  0.3303
9 H -1.01001 -2.31882 0.31651  0.3840
10 H -1.62760 -1.93710 1.95423  0.3005
11 H 0.80813 -0.56938 0.63708  0.3058
12 H -1.73759 0.84320 0.45199  0.5268
13 H -1.06931 -0.27735 -0.72083  0.2351
14 H 0.26744 2.40268 -0.28334  0.3776
15 H 0.77829 1.93015 -2.71837  0.3904
16 H 0.58669 -0.92436 -2.30932  0.2106
17 H 2.03670 -0.07531 -2.21139  0.2022
18 H -0.65570 0.05972 2.13845  0.2369
19 H -0.69483 0.99150 -2.56826  0.3377
20 H 0.71408 0.66715 2.85162  0.2265

---

Stability ranking, top and bottom: 1 is the most stable and 2 is the least stable.

---

--- 1 ---
This record from the OMol25 dataset describes H11LiO6 as an isolated structure. The level of theory is wB97M-V/def2-TZVPD.

Results
Highest occupied orbital energy, eV: -9.847
HOMO-LUMO gap, eV: 8.824

Each line ends with the Mulliken charge.
CARTESIAN COORDINATES (ANGSTROEM)
1 Li -1.32157 -1.39526 -0.77980  0.8861
2 O -0.18246 0.05551 0.06823  -1.1035
3 H -0.88344 0.77832 0.23035  0.3497
4 O 1.07858 -2.04932 -2.41076  -0.5645
5 H 1.00121 -1.19548 -2.31310  0.3112
6 H 1.47511 -2.36788 -3.19138  0.2779
7 O 0.51505 1.67738 1.63031  -0.6882
8 H -0.03091 1.20055 0.81548  0.1102
9 H 0.88951 0.97640 2.09706  0.2731
10 O 0.44069 -1.70464 0.93293  -0.7670
11 H 0.63006 -1.45454 1.80486  0.2366
12 H 0.16704 -0.88086 0.52239  0.5067
13 O 0.71344 0.84042 -2.30242  -0.7331
14 H 1.63299 1.17794 -2.10632  0.3347
15 H 0.41843 0.52936 -1.47402  0.4390
16 O -2.25186 1.61828 1.93857  -0.5369
17 H -2.67575 1.30256 2.69444  0.3016
18 H -1.61613 0.89128 1.84317  0.3666

---

--- 2 ---
This record from the OMol25 dataset describes H11LiO6 as an isolated structure. The level of theory is wB97M-V/def2-TZVPD.

Results
Highest occupied orbital energy, eV: -10.063
HOMO-LUMO gap, eV: 8.196

Each line ends with the Mulliken charge.
CARTESIAN COORDINATES (ANGSTROEM)
1 Li -1.21172 2.06828 -1.26772  0.8957
2 O -0.46072 0.29028 -0.85472  -1.0659
3 H 0.31428 0.04028 -0.99672  0.1627
4 O 1.02428 1.07028 1.28428  -0.6228
5 H 0.43228 1.01628 0.32928  0.2860
6 H 0.33728 1.32728 1.87928  0.2767
7 O 2.97228 1.93128 0.54028  -0.6688
8 H 2.78328 2.71728 0.17128  0.2369
9 H 2.14728 1.44428 0.50428  0.4037
10 O -1.51772 -1.66872 -2.41772  -0.6431
11 H -0.62272 -1.90972 -2.47572  0.2580
12 H -1.45272 -0.84672 -1.81672  0.4102
13 O -2.36072 -0.75772 0.59428  -0.6701
14 H -1.71072 -0.20672 0.04528  0.4836
15 H -2.05372 -0.85072 1.50128  0.2676
16 O 0.65228 -2.05672 0.85528  -0.5907
17 H 0.39228 -2.21872 1.78728  0.2922
18 H 0.33528 -1.38972 0.33728  0.2880

---

Stability ranking, top and bottom: 2 is the most stable and 1 is the least stable.